Entry 1:
{
  "formula": "C3H35NO13",
  "method": "wB97M-V/def2-TZVPD",
  "homo_ev": -10.0,
  "e_tot_ev": -31786.132,
  "lumo_energy_ev": -0.092,
  "homo_lumo_gap_ev": 9.955,
  "symbols": ["C", "C", "C", "N", "H", "H", "H", "H", "H", "H", "H", "H", "H", "H", "H", "O", "H", "H", "O", "H", "H", "O", "H", "H", "O", "H", "H", "O", "H", "H", "O", "H", "H", "O", "H", "H", "O", "H", "H", "O", "H", "H", "O", "H", "H", "O", "H", "H", "O", "H", "H", "O"],
  "coordinates": [[1.415, 0.733, 0.241], [2.943, 0.696, 0.095], [3.647, 0.657, 1.463], [0.807, 0.001, -0.942], [0.921, 1.679, 0.116], [1.284, 0.204, 1.188], [3.279, 1.401, -0.678], [3.365, -0.236, -0.298], [4.078, -0.259, 1.877], [3.062, 1.152, 2.247], [4.442, 1.421, 1.510], [-0.148, 0.318, -0.942], [0.838, -1.005, -0.850], [-1.815, -0.699, -2.089], [-2.700, -1.339, -0.960], [-1.878, -0.880, -1.172], [-2.679, 2.297, 2.853], [-1.883, 2.620, 1.599], [-1.973, 2.859, 2.521], [-2.016, -1.956, -4.274], [-2.033, -0.468, -4.710], [-2.456, -1.108, -4.130], [-2.567, 2.372, -0.552], [-1.266, 2.261, -1.579], [-1.812, 1.897, -0.884], [-0.971, -1.999, -0.191], [0.107, -2.481, 0.665], [-0.409, -2.800, -0.093], [-3.174, -3.334, 1.841], [-2.586, -3.672, 0.482], [-3.217, -3.082, 0.913], [-0.339, -2.814, -3.179], [-1.250, -3.530, -2.290], [-0.854, -3.634, -3.161], [-0.026, 3.787, 3.182], [0.916, 3.098, 2.111], [0.834, 3.791, 2.765], [0.172, 0.412, 5.049], [1.205, 0.468, 4.017], [1.002, -0.029, 4.818], [0.287, -1.017, 3.526], [-0.593, -0.414, 2.339], [-0.105, -1.187, 2.647], [0.941, 0.390, -4.507], [0.578, 0.379, -3.020], [0.255, 0.172, -3.897], [2.413, 1.053, -2.382], [3.198, 0.174, -3.274], [2.591, 0.924, -3.324], [-1.890, -0.525, 1.188], [-1.853, 0.872, 0.656], [-2.086, 0.377, 1.465]],
  "forces_ev_per_angstrom": [[0.9, -2.7, -1.8], [0.7, -0.7, 0.2], [0.8, 3.0, 0.9], [0.6, 1.4, 0.9], [0.4, 0.9, 0.8], [-1.0, 0.4, 0.0], [0.3, 0.5, 0.9], [-1.2, -0.4, -0.6], [-0.5, -0.1, -0.6], [-0.6, -0.6, 0.1], [0.4, -0.5, -0.4], [-0.4, -0.6, -0.1], [-0.1, -0.1, 0.1], [-0.4, 0.0, -1.9], [-0.2, 0.2, -0.5], [-0.3, -0.4, 2.1], [0.1, -0.2, -0.1], [0.1, 0.0, 0.0], [-0.1, 0.6, 0.4], [0.0, 0.0, 0.0], [0.3, -0.1, 0.1], [-0.3, 0.0, 0.3], [-0.2, 0.9, -0.9], [-0.6, 0.9, -0.1], [0.6, -1.2, 0.9], [0.1, -0.7, -0.7], [0.1, -0.7, 0.2], [0.1, 0.9, 0.6], [0.0, 0.1, 0.0], [0.1, 0.1, 0.1], [0.0, 0.0, -0.2], [0.3, -0.2, -0.3], [-0.1, -0.4, 0.2], [0.0, 0.7, 0.0], [-0.5, -0.5, -0.3], [-0.5, -0.2, 0.0], [1.0, 0.6, 0.3], [0.0, -0.2, 0.5], [0.7, 0.1, -0.1], [-0.4, 0.5, -0.1], [-0.4, 0.0, -0.4], [0.0, 0.3, 0.5], [0.3, -0.7, -0.3], [0.8, 0.3, -0.2], [0.5, -0.1, 0.2], [-2.2, -0.6, -0.2], [-0.3, 0.1, -0.1], [0.0, 0.0, -0.3], [1.2, 0.1, 0.4], [-0.6, -0.3, 0.0], [0.0, -0.3, 0.1], [0.3, 0.0, -0.3]]
}


Entry 2:
{
  "formula": "C5H5N3OS",
  "method": "wB97M-V/def2-TZVPD",
  "homo_ev": [-8.3, -8.3],
  "e_tot_ev": -22614.088,
  "lumo_energy_ev": [-0.724, -0.722],
  "homo_lumo_gap_ev": [7.574, 7.573],
  "smiles": "O=C1CS/C=N/C=C\\N=N\\1",
  "symbols": ["O", "C", "C", "S", "C", "N", "C", "C", "N", "N", "H", "H", "H", "H", "H"],
  "coordinates": [[-2.544, 1.467, 0.319], [-1.639, 0.677, 0.087], [-2.010, -0.874, -0.075], [-0.677, -2.080, -0.405], [0.450, -1.222, 0.660], [1.597, -0.903, 0.228], [2.389, 0.132, 0.026], [1.848, 1.349, -0.448], [0.553, 1.602, -0.626], [-0.365, 0.946, -0.082], [-2.766, -1.048, 0.799], [-2.702, -1.082, -0.894], [0.021, -1.103, 1.663], [3.479, 0.052, -0.230], [2.365, 2.089, -1.022]],
  "forces_ev_per_angstrom": [[0.4, -0.6, 0.6], [-1.8, 0.1, -2.0], [-1.7, 0.2, 1.5], [-0.4, 0.3, 0.4], [0.1, 0.5, -0.7], [0.7, -0.4, 0.6], [-0.1, 1.1, -1.4], [-0.1, -0.3, 1.2], [-2.2, 0.1, -1.3], [2.3, -1.4, 1.8], [1.9, -0.1, -0.9], [0.2, 0.7, -0.4], [0.6, 0.5, -0.1], [-1.1, -0.7, 0.6], [1.1, -0.1, 0.2]]
}